1.
Computed, not measured: an isolated molecule of C5H7NO at a distorted geometry, with ωB97M-V/def2-TZVPD.

Properties
HOMO-LUMO gap	10.99	eV
HOMO	-10.2	eV
molecular weight	97.12	g mol⁻¹
energy relative to the best compared isomer or geometry (same formula, charge and spin)	1.319	eV
SMILES string	C[C@H](C#N)CC=O
energy	-8834.88346	eV

Geometry as ORCA input:
```
! RIJCOSX wB97M-V def2-TZVPD def2/J DEFGRID3
* xyz 0 1
C 0.4695 0.2927 -1.7528
C 0.5944 0.0331 -0.2484
C 0.1874 -1.3758 -0.0796
N -0.4742 -2.3195 0.0195
C -0.4209 0.7568 0.6746
C -0.6035 -0.1683 1.8762
O 0.3638 -0.6515 2.4149
H 1.2404 -0.2793 -2.2799
H 0.5690 1.3469 -2.0178
H -0.5020 -0.0766 -2.0956
H 1.6123 0.2248 0.1054
H -0.0481 1.7159 1.0525
H -1.3595 0.9386 0.1396
H -1.6284 -0.4380 2.1914
*
```

=====

2.
Computed, not measured: a structure of composition Br2FH2PSi at a distorted geometry, with ωB97M-V/def2-TZVPD.

Properties
HOMO-LUMO gap	10.91	eV
HOMO	-10.9	eV
molecular weight	239.88	g mol⁻¹
energy relative to the best compared isomer or geometry (same formula, charge and spin)	2.276	eV
energy	-160002.99783	eV

Geometry as ORCA input:
```
! RIJCOSX wB97M-V def2-TZVPD def2/J DEFGRID3
* xyz 0 1
F 0.2549 1.9910 -0.5748
Si 0.4859 -0.1258 -0.4648
P -0.6284 -0.9167 1.3194
Br 2.6003 0.0189 -0.3819
Br -0.1117 -0.6702 -2.4553
H -1.7865 -0.6741 0.8382
H -0.8144 0.3768 1.7193
*
```

=====

3.
Computed, not measured: a structure of composition C25H35N2Zr at a distorted geometry, with ωB97M-V/def2-TZVPD.

Properties
HOMO-LUMO gap	7.55	eV
HOMO	-10.5	eV
molecular weight	454.79	g mol⁻¹
energy	-30748.48606	eV

Geometry as ORCA input:
```
! RIJCOSX wB97M-V def2-TZVPD def2/J DEFGRID3
* xyz 1 1
C 1.3313 1.2836 1.5919
C 0.2082 0.7381 2.3124
C -0.9775 1.3601 1.8074
C -0.6134 2.2147 0.7212
C 0.8144 2.1697 0.5839
Zr 0.1494 -0.1662 0.0059
C -0.8932 -0.5444 -2.5909
C 0.4724 -0.7591 -2.3390
H 0.9060 -1.7445 -2.5501
C 1.3512 0.3035 -1.8808
H 1.2437 1.2970 -2.3315
H 2.4094 0.0574 -1.7269
C -1.7911 -1.6614 -3.0272
H -1.4762 -2.6313 -2.6191
H -2.8092 -1.4702 -2.6637
H -1.8520 -1.7547 -4.1248
C -1.4142 0.8497 -2.8202
H -0.8590 1.6449 -2.2931
H -1.4182 1.1337 -3.8926
H -2.4567 0.9175 -2.4692
C 0.2706 -0.1956 3.4728
H 1.0967 -0.9122 3.3668
H 0.4181 0.3469 4.4199
H -0.6598 -0.7734 3.5655
C -2.3218 1.2395 2.4326
H -2.5933 0.1891 2.6084
H -2.3546 1.7543 3.4080
H -3.1035 1.6750 1.8018
C -1.5082 3.1849 0.0338
H -2.4975 2.7582 -0.1643
H -1.6664 4.0868 0.6478
H -1.0887 3.5128 -0.9255
C 1.6305 3.1104 -0.2347
H 1.1337 3.3540 -1.1835
H 1.7954 4.0618 0.2997
H 2.6159 2.6884 -0.4680
C 2.7587 1.2037 2.0100
H 3.4315 1.3900 1.1620
H 2.9910 1.9540 2.7850
H 2.9984 0.2192 2.4311
C -2.1314 -0.5158 -0.1648
C -2.0963 -1.8746 0.0362
C -3.3803 0.1030 -0.3629
C -3.2717 -2.6464 0.1811
H -1.1092 -2.3378 0.2691
C -4.5617 -0.6463 -0.2624
H -3.4646 1.1731 -0.5827
C -4.5085 -2.0119 0.0669
H -3.2026 -3.7129 0.3932
H -5.5256 -0.1526 -0.3951
H -5.4354 -2.5714 0.2152
C 2.2163 -5.4706 -0.2894
N 2.2074 -4.0401 -0.0055
C 3.2863 -3.2918 0.4667
C 2.8363 -2.0166 0.6165
N 1.4756 -1.9718 0.2721
C 1.1551 -3.2216 -0.1440
H 2.8865 -5.7101 -1.1279
H 2.5542 -6.0343 0.5917
H 1.1986 -5.7820 -0.5480
H 4.2572 -3.7299 0.6439
H 3.3668 -1.1242 0.9144
H 0.2035 -3.5528 -0.5526
*
```

=====

4.
Computed, not measured: the ion C16H29N6O3 with charge +1 at a distorted geometry, with ωB97M-V/def2-TZVPD.

Properties
HOMO-LUMO gap	9.10	eV
HOMO	-11.4	eV
molecular weight	353.45	g mol⁻¹
energy relative to the best compared isomer or geometry (same formula, charge and spin)	0.142	eV
SMILES string	CC[C@@H](C)[C@H]([NH3+])c1cn([C@@H](CCC(=O)O)C(=O)N2CCNCC2)nn1
energy	-32140.50909	eV

Geometry as ORCA input:
```
! RIJCOSX wB97M-V def2-TZVPD def2/J DEFGRID3
* xyz 1 1
C -5.3784 -2.8029 -0.4951
C -5.3886 -1.3070 -0.2019
C -4.0673 -0.6011 -0.5417
C -4.2762 0.9137 -0.5911
C -2.9575 -0.9960 0.4401
N -3.0621 -0.2207 1.7246
C -1.5636 -0.7241 -0.0214
C -1.0175 -0.0537 -1.0944
N 0.2866 0.0922 -0.7614
C 1.3035 0.9134 -1.3721
C 0.8738 2.3971 -1.5128
C -0.3549 2.8530 -0.7107
C -0.5539 2.3061 0.6931
O -1.6806 1.9793 1.0444
O 0.4479 2.2243 1.5123
C 2.5405 0.8402 -0.4345
O 2.7205 1.7646 0.3593
N 3.3748 -0.1807 -0.5555
C 4.5212 -0.2719 0.3366
C 4.3306 -1.4545 1.2864
N 4.1832 -2.6523 0.4828
C 3.0024 -2.5707 -0.3478
C 3.1876 -1.3954 -1.3181
N 0.5199 -0.4761 0.4145
N -0.5647 -0.9630 0.8628
H -5.1328 -2.9849 -1.5382
H -6.3615 -3.2224 -0.3023
H -4.6628 -3.3399 0.1235
H -5.6482 -1.1417 0.8476
H -6.1751 -0.8462 -0.8003
H -3.7486 -0.9485 -1.5289
H -4.8223 1.1788 -1.4916
H -3.3332 1.4510 -0.5943
H -4.8633 1.2600 0.2562
H -3.0492 -2.0590 0.6851
H -2.6530 0.7447 1.5645
H -2.4665 -0.6652 2.4310
H -4.0299 -0.1565 2.0491
H -1.4248 0.2926 -2.0190
H 1.5517 0.5237 -2.3641
H 0.6690 2.6105 -2.5622
H 1.7360 3.0005 -1.2227
H -1.2749 2.6476 -1.2622
H -0.2949 3.9399 -0.6001
H 1.3683 2.2782 1.1043
H 4.6091 0.6630 0.8883
H 5.4142 -0.4335 -0.2712
H 3.4506 -1.2598 1.9229
H 5.2121 -1.5565 1.9195
H 4.1655 -3.4824 1.0634
H 2.0802 -2.4010 0.2367
H 2.9001 -3.4957 -0.9174
H 2.3328 -1.3304 -1.9878
H 4.0930 -1.5681 -1.9070
*
```

=====

5.
Computed, not measured: a structure of composition C19H27BF4N5Ni, with ωB97M-V/def2-TZVPD.

Properties
HOMO-LUMO gap (alpha / beta)	4.69 / 4.68	eV
HOMO (alpha / beta)	-2.5 / -2.5	eV
molecular weight	470.96	g mol⁻¹
energy relative to the best compared isomer or geometry (same formula, charge and spin)	0.838	eV
energy	-80188.40973	eV

Geometry as ORCA input:
```
! RIJCOSX wB97M-V def2-TZVPD def2/J DEFGRID3
* xyz -1 3
Ni -0.3620 -0.1574 -0.0606
C 2.2335 -0.6051 1.8835
C 1.7243 -2.0215 1.6296
N 1.2711 -2.1913 0.2646
C 2.2515 -2.2728 -0.7788
C 2.5392 -0.9198 -1.4110
C 3.7387 -0.7125 -2.0818
C 3.9961 0.5252 -2.6412
C 3.0638 1.5317 -2.4701
C 1.8896 1.2481 -1.7878
C 0.8532 2.3278 -1.5489
N 0.0231 2.0465 -0.3946
C 0.5061 2.5885 0.8777
C 1.6416 1.7489 1.4552
N 1.1948 0.3752 1.6046
N 1.6118 0.0368 -1.3062
H 3.0747 -0.4035 1.2108
H 2.6183 -0.5339 2.9094
H 0.8510 -2.1940 2.2625
H 2.5157 -2.7396 1.9020
H 0.5885 -2.9314 0.2139
H 1.8649 -2.9251 -1.5663
H 3.2061 -2.7071 -0.4394
H 4.4609 -1.5164 -2.1521
H 4.9152 0.7070 -3.1838
H 3.2450 2.5293 -2.8507
H 0.2126 2.3825 -2.4324
H 1.3689 3.2934 -1.4638
H -0.9196 2.3932 -0.5373
H -0.3391 2.5751 1.5651
H 0.8362 3.6304 0.7760
H 1.9786 2.2000 2.3978
H 2.4965 1.7537 0.7704
H 0.4368 0.3128 2.2794
F -2.4279 1.2867 0.3880
B -3.2033 2.3425 0.9532
F -4.4038 2.4826 0.2531
F -3.4231 2.1022 2.3109
F -2.4182 3.5352 0.7967
C -1.8035 -1.3700 -2.2103
C -2.4750 -2.3916 -1.3364
C -3.2906 -3.3714 -1.8788
C -3.9499 -4.3036 -1.0843
C -3.8124 -4.2037 0.3025
C -3.0108 -3.2463 0.8906
C -2.9011 -3.1212 2.3816
C -2.2432 -2.3225 0.0873
N -1.3660 -1.5046 0.6663
H -2.1008 -1.4717 -3.2562
H -0.7116 -1.4597 -2.1574
H -2.0686 -0.3577 -1.8678
H -3.4306 -3.4035 -2.9580
H -4.5728 -5.0715 -1.5278
H -4.3597 -4.8951 0.9406
H -3.5983 -3.7995 2.8815
H -3.1082 -2.0951 2.6930
H -1.8824 -3.3443 2.7196
*
```